1.
DFT (ωB97M-V/def2-TZVPD) results for 5 unconnected molecules or ions with the total composition C11H25Cl6NO2 in a non-equilibrium geometry.

Geometry (Å):
1 Cl 2.364 -1.355 2.635
2 C 3.790 -1.562 3.662
3 C 3.746 -0.617 4.861
4 Cl 3.614 1.093 4.355
5 H 4.673 -1.398 3.047
6 H 3.804 -2.596 4.001
7 H 4.608 -0.676 5.513
8 H 2.790 -0.784 5.355
9 Cl -0.309 4.517 -3.228
10 C 0.716 3.218 -2.627
11 C 0.067 1.877 -2.897
12 Cl 0.240 1.282 -4.580
13 H 0.814 3.303 -1.546
14 H 1.677 3.351 -3.111
15 H -0.960 1.836 -2.544
16 H 0.594 1.077 -2.374
17 Cl -2.938 -1.043 -1.769
18 C -4.458 -0.600 -0.969
19 C -5.681 -0.988 -1.753
20 Cl -6.157 -2.699 -1.590
21 H -4.460 0.492 -0.910
22 H -4.471 -0.918 0.072
23 H -5.511 -0.705 -2.794
24 H -6.571 -0.422 -1.479
25 C -0.747 0.099 1.871
26 C -0.769 1.037 0.686
27 C -1.778 2.198 0.744
28 O 0.518 1.622 0.476
29 H -1.726 -0.332 2.096
30 H -0.400 0.619 2.767
31 H -0.091 -0.736 1.628
32 H -1.007 0.440 -0.193
33 H -1.656 2.768 1.668
34 H -2.823 1.910 0.614
35 H -1.576 2.884 -0.082
36 H 0.680 2.210 1.224
37 O 2.922 -1.100 -2.562
38 C 2.533 -1.923 -1.759
39 N 3.380 -2.756 -1.086
40 C 1.047 -2.114 -1.467
41 H 4.327 -2.752 -1.420
42 H 3.087 -3.132 -0.206
43 H 0.693 -2.687 -2.328
44 H 0.472 -1.196 -1.423
45 H 0.936 -2.740 -0.581

Computed properties:
energy above the lowest of the compared OMol25 structures with the same formula, charge and spin = 0.0 kJ/mol
total energy = -3400.52550 Ha
lowest unoccupied orbital energy = 0.5 eV
structure (SMILES) = CC(N)=O.CC(C)O.ClCCCl.ClCCCl.ClCCCl
HOMO energy = -0.3532 hartree

2.
DFT (ωB97M-V/def2-TZVPD) results for a molecular structure, C18H23Cl2CrNO2PS in a non-equilibrium geometry.

Geometry (Å):
1 C -2.025 -2.471 -5.836
2 C -1.326 -1.872 -4.656
3 H -1.535 -2.120 -6.746
4 H -3.074 -2.152 -5.856
5 H -1.974 -3.566 -5.800
6 O -0.411 -1.080 -4.651
7 Cl -2.014 -2.460 -3.117
8 Cr 0.371 -0.894 -0.167
9 P 1.714 -2.788 -0.353
10 C 3.520 -2.709 -0.430
11 C 1.358 -3.933 1.010
12 H 0.109 -3.593 -1.966
13 H 1.612 -4.586 -1.972
14 H 1.569 -2.966 -2.747
15 C 1.203 -3.570 -1.907
16 H 0.274 -4.075 1.092
17 H 1.864 -4.894 0.847
18 H 3.933 -3.729 -0.421
19 H 3.890 -2.159 0.445
20 H 1.720 -3.485 1.945
21 H 3.837 -2.187 -1.343
22 C 1.967 0.010 -0.820
23 O 2.882 0.667 -1.135
24 Cl -1.458 -2.029 0.448
25 N -0.610 0.697 -0.538
26 S -0.022 2.165 -0.058
27 C -1.481 3.033 0.545
28 C -1.623 4.389 0.200
29 C -2.685 5.120 0.738
30 C -3.599 4.494 1.596
31 C -3.467 3.134 1.901
32 C -2.399 2.392 1.370
33 C 0.713 1.765 1.542
34 C 0.732 0.475 2.027
35 C 1.217 0.231 3.323
36 C 1.685 1.291 4.106
37 C 1.712 2.594 3.582
38 C 1.216 2.838 2.300
39 H -1.489 0.773 -1.050
40 H -0.899 4.839 -0.477
41 H -2.794 6.171 0.476
42 H -4.430 5.064 2.018
43 H -4.193 2.634 2.549
44 H -2.280 1.329 1.594
45 H 0.163 -0.359 1.511
46 H 1.206 -0.791 3.713
47 H 2.025 1.102 5.124
48 H 2.103 3.422 4.168
49 H 1.194 3.842 1.877

Computed properties:
energy above the lowest of the compared OMol25 structures with the same formula, charge and spin = 44.1 kJ/mol
total energy = -3608.73508 Ha
2S+1 = 4
lowest unoccupied orbital energy (alpha / beta) = -9.0 / -8.6 eV
charge = +2
HOMO energy (alpha / beta) = -0.5604 / -0.5608 hartree

3.
DFT (ωB97M-V/def2-TZVPD) results for C4H8IP in the gas phase in a non-equilibrium geometry.

Geometry (Å):
1 C -0.957 0.592 0.016
2 C 0.511 1.125 -0.213
3 C -1.013 -0.822 -0.636
4 C 1.403 0.237 0.671
5 P 0.220 -2.078 0.128
6 I 3.470 0.167 0.012
7 H -1.303 0.651 1.146
8 H -1.573 1.132 -0.756
9 H 0.838 0.855 -1.218
10 H 0.426 2.094 0.240
11 H -2.129 -1.170 -0.642
12 H -0.710 -0.884 -1.719
13 H 1.491 0.537 1.744
14 H -0.674 -2.437 1.227

Computed properties:
energy above the lowest of the compared OMol25 structures with the same formula, charge and spin = 219.1 kJ/mol
total energy = -796.13015 Ha
lowest unoccupied orbital energy = -0.5 eV
HOMO energy = -0.3061 hartree

4.
DFT (ωB97M-V/def2-TZVPD) results for C2H6N2O2 in the gas phase in a non-equilibrium geometry.

Geometry (Å):
1 C -0.413 1.827 1.171
2 C -0.094 -0.837 -0.465
3 H -0.021 1.776 2.216
4 H -1.254 1.228 1.131
5 H -0.805 2.854 0.962
6 H 1.647 -0.288 0.498
7 H -0.152 -2.516 -1.632
8 H 1.037 -2.512 -0.280
9 N 0.621 -0.004 0.520
10 N 0.504 -1.960 -0.966
11 O 0.586 1.385 0.269
12 O -1.246 -0.477 -0.770

Computed properties:
energy above the lowest of the compared OMol25 structures with the same formula, charge and spin = 274.7 kJ/mol
total energy = -339.72802 Ha
lowest unoccupied orbital energy = 0.7 eV
structure (SMILES) = CONC(N)=O
HOMO energy = -0.3606 hartree

5.
DFT (ωB97M-V/def2-TZVPD) results for a gas-phase ion, CH4BrClOP (charge +1) in a non-equilibrium geometry.

Geometry (Å):
1 C -0.981 -0.332 -0.740
2 O 0.051 0.352 1.631
3 P 0.585 0.204 0.073
4 Cl 1.097 2.067 -0.485
5 Br 2.263 -1.153 -0.043
6 H -0.890 -1.342 -0.952
7 H -1.137 0.195 -1.741
8 H -1.671 0.077 0.052
9 H 0.683 -0.068 2.206

Computed properties:
energy above the lowest of the compared OMol25 structures with the same formula, charge and spin = 12.0 kJ/mol
total energy = -3491.08739 Ha
lowest unoccupied orbital energy = -5.2 eV
charge = +1
HOMO energy = -0.6115 hartree

6.
DFT (ωB97M-V/def2-TZVPD) results for C6H6 in the gas phase.

Geometry (Å):
1 C 1.151 2.386 0.695
2 C 0.326 1.253 0.288
3 C -0.328 0.290 -0.042
4 C -1.231 -0.742 -0.402
5 C -0.913 -2.050 -0.630
6 C 0.452 -2.463 -0.483
7 H 2.046 2.456 0.070
8 H 0.597 3.327 0.622
9 H 1.476 2.259 1.733
10 H -2.277 -0.432 -0.462
11 H -1.753 -2.708 -0.875
12 H 0.455 -3.575 -0.515

Computed properties:
energy above the lowest of the compared OMol25 structures with the same formula, charge and spin = 575.5 kJ/mol
total energy = -232.00714 Ha
lowest unoccupied orbital energy (alpha / beta) = -1.1 / -1.0 eV
HOMO energy (alpha / beta) = -0.3066 / -0.2990 hartree

7.
DFT (ωB97M-V/def2-TZVPD) results for a molecular structure, C5H12NO in a non-equilibrium geometry.

Geometry (Å):
1 C 2.314 1.223 0.561
2 C 1.124 0.332 0.151
3 N 1.461 -0.845 -0.619
4 C -1.071 -0.943 -1.123
5 C 0.267 -1.713 -0.904
6 C -2.246 -0.922 -0.170
7 O -3.408 -0.349 -0.604
8 H 2.012 2.168 0.963
9 H 2.789 0.696 1.401
10 H 3.074 1.134 -0.208
11 H 0.452 1.087 -0.296
12 H 0.575 -0.049 1.167
13 H -1.553 2.619 1.628
14 H -1.232 -0.732 -2.149
15 H -1.267 -0.065 -0.402
16 H -1.949 1.987 1.454
17 H 0.186 -2.269 0.064
18 H -1.996 -1.208 0.932
19 H 0.467 -2.152 -1.845

Computed properties:
energy above the lowest of the compared OMol25 structures with the same formula, charge and spin = 504.5 kJ/mol
total energy = -327.50391 Ha
lowest unoccupied orbital energy = 4.2 eV
charge = -1
HOMO energy = -0.0629 hartree

8.
DFT (ωB97M-V/def2-TZVPD) results for a molecular structure, C5H4EuO4 in a non-equilibrium geometry.

Geometry (Å):
1 C 0.456 3.599 -1.712
2 C -0.648 3.340 -1.279
3 H -1.610 3.181 -0.814
4 H 0.945 1.686 0.075
5 O 0.134 -0.401 -0.201
6 C 1.067 -0.111 0.711
7 O 1.550 -0.978 1.426
8 O 1.441 1.108 0.703
9 Eu 3.204 -1.290 3.313
10 C -1.354 -1.786 -0.492
11 C -0.059 -1.772 -0.627
12 O -2.471 -2.123 -0.133
13 H 0.561 -2.589 -0.241
14 H -3.216 -1.865 -0.726

Computed properties:
energy above the lowest of the compared OMol25 structures with the same formula, charge and spin = 114.7 kJ/mol
total energy = -1202.76315 Ha
2S+1 = 9
lowest unoccupied orbital energy (alpha / beta) = -12.8 / -12.8 eV
charge = +3
HOMO energy (alpha / beta) = -0.6980 / -0.6807 hartree

9.
DFT (ωB97M-V/def2-TZVPD) results for 2 unconnected molecules or ions with the total composition C22H42BrF8N4O6PS2 in a non-equilibrium geometry.

Geometry (Å):
1 C 2.333 -1.170 4.132
2 C 3.056 0.280 4.233
3 O 2.642 1.197 3.206
4 C 1.528 2.021 3.599
5 C 0.121 1.583 2.991
6 O -0.280 2.273 1.796
7 N -0.145 1.575 0.642
8 C 1.173 0.946 0.438
9 C 1.257 0.597 -1.154
10 P 3.113 0.285 -1.493
11 S 4.189 -0.024 0.137
12 S 1.000 2.220 -1.982
13 O -0.431 2.528 -2.385
14 O 1.668 2.168 -3.358
15 C 1.688 3.762 -1.242
16 F 1.002 4.773 -1.990
17 F 1.272 4.098 0.065
18 C 3.198 4.193 -1.379
19 F 3.819 3.941 -2.629
20 F 3.167 5.621 -1.367
21 C 4.273 3.821 -0.282
22 F 3.839 3.367 0.943
23 F 5.269 2.923 -0.728
24 F 5.033 4.981 0.015
25 N 0.292 -0.562 -1.420
26 C 1.005 -1.910 -1.325
27 N 1.731 -2.206 -0.082
28 C -0.355 -0.547 -2.769
29 C -0.499 -1.727 -3.803
30 O 0.754 -2.161 -4.445
31 C -1.402 -3.010 -3.585
32 N -2.873 -2.649 -3.651
33 C -0.785 -0.651 -0.330
34 C -2.063 -1.530 -0.682
35 C -3.017 -1.779 0.623
36 C -3.480 -3.335 0.729
37 O -2.766 -3.910 1.827
38 C -1.534 -4.508 1.393
39 C -1.303 0.721 0.288
40 C -2.547 1.422 -0.414
41 C -3.015 2.814 0.263
42 C -3.377 2.633 1.837
43 Br -1.898 4.380 -0.140
44 H 2.165 -1.579 5.187
45 H 1.384 -1.148 3.514
46 H 3.020 -1.938 3.626
47 H 3.019 0.691 5.290
48 H 4.164 0.057 4.026
49 H 1.738 3.076 3.204
50 H 1.491 2.099 4.742
51 H 0.078 0.436 2.923
52 H -0.661 1.839 3.795
53 H 1.429 0.063 1.100
54 H 1.970 1.729 0.622
55 H 3.410 -0.786 -2.383
56 H 3.781 1.427 -2.089
57 H 0.261 -2.780 -1.406
58 H 1.731 -2.104 -2.170
59 H 2.549 -2.807 -0.217
60 H 1.133 -2.718 0.591
61 H -1.317 0.076 -2.791
62 H 0.349 0.082 -3.441
63 H -1.029 -1.218 -4.706
64 H 1.105 -1.425 -4.982
65 H -1.248 -3.656 -4.525
66 H -1.146 -3.691 -2.721
67 H -3.357 -2.981 -2.811
68 H -2.887 -1.626 -3.708
69 H -0.414 -1.224 0.597
70 H -2.745 -1.084 -1.465
71 H -1.789 -2.624 -0.892
72 H -2.490 -1.529 1.595
73 H -3.999 -1.190 0.536
74 H -3.383 -3.898 -0.253
75 H -4.583 -3.340 1.024
76 H -1.619 -5.631 1.552
77 H -1.285 -4.329 0.295
78 H -0.660 -4.135 2.026
79 H -1.741 0.445 1.322
80 H -2.530 1.458 -1.546
81 H -3.459 0.756 -0.182
82 H -4.035 3.017 -0.225
83 H -2.605 3.171 2.465
84 H -4.372 3.177 2.011
85 H -3.480 1.526 2.050
86 F -4.600 -5.126 1.898

Computed properties:
total energy = -6043.96318 Ha
lowest unoccupied orbital energy = -2.5 eV
HOMO energy = -0.2038 hartree

10.
DFT (ωB97M-V/def2-TZVPD) results for a molecular structure, C6H8PS3 in a non-equilibrium geometry.

Geometry (Å):
1 C -2.706 -0.165 -0.346
2 C -2.203 0.995 0.325
3 C -1.932 -1.248 -0.771
4 C -0.836 1.071 0.389
5 C -0.533 -1.137 -0.684
6 C -0.062 0.057 -0.151
7 P 1.801 0.249 -0.029
8 S 2.351 1.894 1.178
9 S 2.368 0.649 -2.006
10 S 2.712 -2.325 0.797
11 H -3.780 -0.414 -0.594
12 H -2.769 1.795 0.755
13 H -2.286 -2.214 -1.080
14 H -0.532 1.980 0.889
15 H 0.081 -1.863 -0.972
16 H 1.453 1.459 2.105
17 H 3.254 1.602 -1.659
18 H 3.617 -2.385 1.854

Computed properties:
energy above the lowest of the compared OMol25 structures with the same formula, charge and spin = 176.2 kJ/mol
total energy = -1769.01277 Ha
lowest unoccupied orbital energy (alpha / beta) = -6.6 / -6.6 eV
charge = +1
HOMO energy (alpha / beta) = -0.4917 / -0.4912 hartree

11.
DFT (ωB97M-V/def2-TZVPD) results for a molecular structure, C23H60ClGaNO16S5 in a non-equilibrium geometry.

Geometry (Å):
1 C 9.448 -2.723 0.022
2 O 9.518 -3.945 -0.799
3 C 8.589 -4.994 -0.265
4 C 7.444 -5.235 -1.414
5 C 6.281 -6.335 -0.991
6 C 4.944 -5.428 -0.576
7 C 3.999 -6.144 0.561
8 C 2.736 -5.084 0.848
9 C 1.632 -5.047 -0.363
10 Ga 1.799 -3.338 -1.586
11 N 3.281 -2.183 -0.965
12 Cl -0.205 -2.186 -1.317
13 H 8.406 -2.581 0.539
14 H 10.360 -2.682 0.779
15 H 9.574 -1.808 -0.723
16 H 8.180 -4.734 0.801
17 H 9.244 -5.988 -0.224
18 H 6.914 -4.203 -1.636
19 H 7.936 -5.584 -2.418
20 H 6.613 -7.073 -0.145
21 H 5.977 -6.941 -1.966
22 H 5.375 -4.438 -0.109
23 H 4.281 -5.269 -1.527
24 H 4.658 -6.255 1.530
25 H 3.559 -7.177 0.182
26 H 3.210 -4.031 1.060
27 H 2.180 -5.546 1.797
28 H 0.516 -5.121 0.050
29 H 1.758 -5.998 -1.068
30 H 2.004 -3.766 -3.145
31 H 2.907 -1.702 -0.092
32 H 4.096 -2.765 -0.674
33 O -2.985 0.628 1.466
34 S -2.120 1.460 0.656
35 O -1.466 2.636 1.188
36 O -2.905 1.871 -0.711
37 C -4.181 2.486 -0.605
38 C -4.059 3.952 -0.234
39 C -0.887 0.427 -0.097
40 H -4.815 1.948 0.108
41 H -4.658 2.405 -1.587
42 H -3.674 4.069 0.784
43 H -5.033 4.446 -0.285
44 H -3.362 4.466 -0.904
45 H -1.377 -0.437 -0.549
46 H -0.196 0.102 0.683
47 H -0.351 1.009 -0.850
48 O -2.305 -0.724 -6.455
49 S -3.622 -0.446 -5.925
50 O -3.948 0.818 -5.299
51 O -4.056 -1.654 -4.921
52 C -3.185 -2.000 -3.854
53 C -3.291 -1.010 -2.709
54 C -4.822 -0.768 -7.193
55 H -2.152 -2.088 -4.207
56 H -3.490 -2.989 -3.499
57 H -2.903 -0.029 -3.000
58 H -2.720 -1.356 -1.844
59 H -4.336 -0.869 -2.414
60 H -4.617 -1.745 -7.634
61 H -4.731 0.013 -7.950
62 H -5.820 -0.743 -6.750
63 O -5.815 7.025 -3.315
64 S -7.024 6.518 -2.703
65 O -6.994 5.536 -1.639
66 O -8.030 5.992 -3.871
67 C -7.547 5.043 -4.811
68 C -7.507 3.647 -4.218
69 C -8.007 7.895 -2.165
70 H -6.565 5.339 -5.195
71 H -8.240 5.051 -5.659
72 H -6.752 3.578 -3.429
73 H -7.262 2.908 -4.985
74 H -8.470 3.389 -3.768
75 H -8.080 8.617 -2.981
76 H -7.510 8.349 -1.306
77 H -8.995 7.532 -1.876
78 O 8.395 -1.806 2.603
79 S 7.860 -2.095 3.917
80 O 6.441 -2.259 4.150
81 O 8.443 -1.005 4.978
82 C 8.274 0.377 4.698
83 C 6.860 0.836 5.002
84 C 8.703 -3.514 4.570
85 H 8.549 0.601 3.662
86 H 8.972 0.922 5.342
87 H 6.143 0.383 4.311
88 H 6.777 1.922 4.911
89 H 6.565 0.539 6.014
90 H 9.779 -3.375 4.447
91 H 8.372 -4.391 4.010
92 H 8.443 -3.626 5.624
93 O -4.844 4.826 6.775
94 S -5.682 4.266 5.738
95 O -6.175 2.906 5.799
96 O -4.967 4.499 4.293
97 C -3.633 4.046 4.112
98 C -3.581 2.546 3.896
99 C -7.064 5.350 5.479
100 H -3.002 4.347 4.955
101 H -3.242 4.549 3.221
102 H -3.874 2.008 4.802
103 H -2.570 2.228 3.626
104 H -4.273 2.244 3.103
105 H -6.697 6.373 5.379
106 H -7.722 5.272 6.347
107 H -7.596 5.037 4.579

Computed properties:
total energy = -6546.72521 Ha
lowest unoccupied orbital energy = 1.5 eV
charge = -1
HOMO energy = -0.1759 hartree

12.
DFT (ωB97M-V/def2-TZVPD) results for C6H12 in the gas phase.

Geometry (Å):
1 C 0.163 1.911 -0.257
2 C 0.662 0.583 -0.782
3 C 0.956 -0.596 0.110
4 C 0.617 -0.533 1.585
5 C -0.134 -0.700 -0.930
6 C -1.564 -0.993 -0.519
7 H 1.000 2.492 0.154
8 H -0.586 1.812 0.533
9 H -0.281 2.503 -1.065
10 H 1.390 0.716 -1.582
11 H 1.877 -1.140 -0.101
12 H 0.383 -1.522 1.998
13 H -0.244 0.112 1.786
14 H 1.463 -0.124 2.147
15 H 0.149 -1.255 -1.825
16 H -1.916 -0.396 0.327
17 H -1.618 -2.048 -0.214
18 H -2.280 -0.863 -1.338

Computed properties:
energy above the lowest of the compared OMol25 structures with the same formula, charge and spin = 103.3 kJ/mol
total energy = -235.77890 Ha
lowest unoccupied orbital energy = 1.1 eV
structure (SMILES) = C[C@H]1[C@@H](C)[C@H]1C
HOMO energy = -0.3557 hartree

13.
DFT (ωB97M-V/def2-TZVPD) results for a molecular structure, C3H9NO2Si in a non-equilibrium geometry.

Geometry (Å):
1 C 0.585 1.793 0.142
2 C 0.768 -1.556 1.544
3 C 0.171 -0.650 -1.840
4 N -1.938 0.293 0.389
5 O -2.172 1.235 1.116
6 O -2.717 -0.541 0.023
7 Si -0.112 0.065 -0.161
8 H 0.008 2.203 0.912
9 H 1.594 1.793 0.303
10 H 0.464 2.552 -0.616
11 H 0.812 -1.123 2.550
12 H 0.071 -2.334 1.344
13 H 1.711 -1.531 0.961
14 H 1.144 -0.462 -2.115
15 H -0.055 -1.716 -1.864
16 H -0.335 -0.022 -2.689

Computed properties:
energy above the lowest of the compared OMol25 structures with the same formula, charge and spin = 656.2 kJ/mol
total energy = -614.29691 Ha
lowest unoccupied orbital energy = 0.4 eV
HOMO energy = -0.3392 hartree